(1)
{"formula": "C3H9NOS2", "method": "wB97M-V/def2-TZVPD", "elements": ["N", "C", "C", "O", "C", "S", "S", "H", "H", "H", "H", "H", "H", "H", "H", "H"], "positions_angstrom": [[-1.1824, 1.1554, 0.4866], [-0.5630, 0.0130, -0.1257], [-0.9644, -1.3074, 0.5753], [-2.3597, -1.4875, 0.4762], [0.9416, 0.1053, -0.0955], [1.4620, 1.2193, -1.4694], [3.2943, 1.7201, -0.7892], [-2.0249, 0.8641, 0.9746], [-0.6138, 1.5286, 1.2481], [-0.8360, -0.1421, -1.1782], [-0.7632, -1.1897, 1.6351], [-0.5078, -2.1874, 0.1108], [-2.6529, -1.4625, -0.4412], [1.3611, 0.4844, 0.8405], [1.4445, -0.8423, -0.3013], [3.9645, 1.5286, -1.9467]], "forces_ev_per_angstrom": [[0.117, 0.409, 0.418], [0.418, -1.309, 0.492], [-0.761, 0.055, -0.791], [-0.358, 0.388, 0.409], [0.254, 0.640, -0.136], [0.711, -0.264, 0.542], [-0.322, -0.405, -0.152], [-0.382, 0.030, -0.485], [0.120, -0.021, -0.355], [-0.360, 0.393, -0.049], [0.272, -0.399, 0.174], [0.583, 0.170, 0.292], [0.099, -0.133, -0.030], [-0.153, 0.088, 0.013], [-0.074, -0.003, -0.228], [-0.164, 0.361, -0.115]], "nbo_charge": [-0.8036, -0.1103, -0.0663, -0.7018, -0.5201, 0.5335, 0.1548, 0.3990, 0.3606, 0.1895, 0.1935, 0.1791, 0.4743, 0.2512, 0.2751, 0.1915], "de_lowest_kcal_mol": 2.8, "e_homo_ha": [-0.49627, -0.49162], "energy_ha": -1045.7457, "total_charge": 1, "spin_multiplicity": 2, "lumo_ev": [-4.65, -8.28]}

(2)
{"formula": "C29H39As2CrN2O7S2Se2Si", "method": "wB97M-V/def2-TZVPD", "elements": ["Cr", "O", "C", "C", "C", "C", "C", "C", "C", "O", "N", "N", "C", "S", "C", "C", "S", "H", "H", "H", "H", "H", "H", "H", "H", "H", "C", "As", "C", "C", "C", "C", "C", "C", "C", "As", "C", "C", "H", "H", "H", "H", "H", "H", "H", "H", "H", "H", "H", "H", "H", "H", "H", "H", "Se", "C", "C", "C", "C", "C", "C", "H", "H", "H", "H", "H", "O", "Se", "O", "O", "O", "C", "Si", "C", "C", "O", "H", "H", "H", "H", "H", "H", "H", "H", "H"], "positions_angstrom": [[1.4132, 1.0441, -0.7383], [1.3507, 4.1682, 2.4648], [0.2186, 4.7740, 2.0904], [-0.1608, 5.9214, 2.7938], [-1.2957, 6.6195, 2.4336], [-2.0798, 6.1895, 1.3627], [-1.7093, 5.0491, 0.6710], [-0.5742, 4.3212, 1.0201], [-0.1576, 3.1296, 0.2149], [0.8997, 2.4915, 0.5971], [-0.8863, 2.8245, -0.8166], [-0.2808, 1.7980, -1.5927], [-0.9180, 1.6114, -2.7072], [-2.3876, 2.5773, -2.9795], [-2.8326, 1.7261, -4.5126], [-1.5448, 1.3253, -5.1931], [-0.5158, 0.4947, -3.9778], [1.5120, 3.4426, 1.8034], [0.4701, 6.2526, 3.6123], [-1.5683, 7.5101, 2.9857], [-2.9595, 6.7484, 1.0643], [-2.2945, 4.6880, -0.1688], [-3.4265, 2.4202, -5.1139], [-3.4268, 0.8456, -4.2707], [-0.9914, 2.1925, -5.5605], [-1.7032, 0.6201, -6.0128], [-4.4699, -2.2120, -2.3450], [-2.7739, -1.4446, -1.7007], [-3.5590, -0.4408, -0.2201], [-2.1490, -3.0585, -0.7547], [-3.0325, -3.8159, 0.0122], [-2.6112, -4.9503, 0.6920], [-1.2788, -5.3381, 0.6093], [-0.3863, -4.5923, -0.1541], [-0.7925, -3.4539, -0.8562], [0.5105, -2.2798, -1.8103], [2.1637, -3.2636, -1.4464], [0.2019, -3.1237, -3.5789], [-5.0732, -2.6382, -1.5384], [-4.2538, -2.9890, -3.0819], [-5.0410, -1.4188, -2.8320], [-4.0604, -1.0895, 0.5023], [-4.2660, 0.2740, -0.6380], [-2.7567, 0.1090, 0.2752], [-4.0704, -3.5111, 0.0977], [-3.3141, -5.5198, 1.2917], [-0.9323, -6.2119, 1.1477], [0.6540, -4.8965, -0.1931], [2.4237, -3.1893, -0.3915], [2.9395, -2.7522, -2.0135], [2.1039, -4.3095, -1.7542], [0.3493, -4.2056, -3.5427], [0.9127, -2.6791, -4.2816], [-0.8088, -2.8999, -3.9180], [3.5121, 0.0989, 0.0036], [4.2864, 0.0651, 1.7479], [5.6342, -0.2918, 1.8112], [6.2918, -0.4117, 3.0326], [5.6141, -0.1734, 4.2259], [4.2763, 0.1978, 4.1730], [3.6239, 0.3196, 2.9484], [6.1602, -0.4781, 0.8778], [7.3393, -0.6976, 3.0526], [6.1236, -0.2720, 5.1788], [3.7280, 0.3855, 5.0917], [2.5881, 0.6012, 2.9229], [4.4861, 1.1907, -3.1009], [2.8920, 1.4988, -3.0507], [2.4324, 2.4792, -1.7437], [1.9977, 0.1470, -2.5367], [2.3383, 2.1067, -4.4624], [-1.7939, -1.4221, 2.0187], [-0.1215, -0.5908, 1.7788], [1.0746, -1.9451, 2.2894], [-0.2187, 0.7733, 3.0543], [0.1723, -0.1256, 0.2578], [-1.7550, -1.9477, 2.9895], [-2.0029, -2.1727, 1.2422], [-2.6318, -0.7102, 2.0509], [1.2134, -2.0142, 3.3794], [2.0559, -1.7782, 1.8282], [0.6861, -2.9106, 1.9299], [-0.4102, 0.3597, 4.0564], [-1.0498, 1.4449, 2.8000], [0.6767, 1.3893, 3.1057]], "forces_ev_per_angstrom": [[-0.222, -0.247, 0.962], [0.209, -0.057, -0.040], [-0.078, 0.031, -0.075], [-0.028, 0.035, 0.041], [-0.062, -0.078, -0.095], [0.025, 0.028, 0.047], [-0.112, -0.022, -0.005], [0.122, -0.112, -0.096], [-0.029, -0.158, 0.276], [0.291, 0.355, -0.194], [0.257, -0.405, -0.551], [-1.146, 0.423, -1.010], [0.135, 0.439, 1.151], [0.079, -0.013, 0.032], [-0.034, 0.104, -0.016], [0.026, 0.068, -0.176], [0.392, -0.194, 0.260], [-0.112, -0.096, 0.093], [-0.037, -0.056, -0.068], [-0.026, 0.053, 0.014], [0.020, -0.040, 0.035], [0.076, 0.052, 0.067], [0.036, -0.063, 0.011], [-0.063, -0.064, -0.054], [-0.110, 0.012, -0.066], [-0.011, 0.049, 0.033], [-0.145, -0.121, -0.034], [0.143, -0.034, -0.104], [0.022, 0.125, 0.025], [0.420, -0.402, -0.254], [0.014, -0.210, -0.272], [0.104, -0.015, -0.050], [-0.082, 0.164, -0.070], [-0.102, 0.032, -0.020], [-0.341, 0.130, 0.209], [-0.466, -0.157, -0.281], [-0.016, -0.060, 0.084], [0.176, -0.018, -0.056], [0.027, 0.049, -0.106], [-0.037, 0.033, 0.050], [0.001, -0.011, 0.010], [-0.001, 0.077, -0.130], [-0.052, 0.040, -0.103], [-0.178, 0.001, -0.200], [0.029, 0.017, 0.035], [0.035, 0.035, -0.013], [0.022, -0.022, 0.014], [-0.051, 0.000, 0.022], [0.005, 0.038, 0.022], [0.040, 0.047, -0.011], [0.004, -0.016, -0.011], [-0.024, 0.018, -0.009], [-0.059, -0.032, 0.043], [-0.050, 0.030, 0.000], [0.454, -0.531, 0.130], [-0.255, 0.179, -0.010], [0.346, -0.102, 0.221], [-0.134, 0.009, -0.156], [0.015, 0.010, -0.077], [-0.056, -0.001, -0.138], [0.237, -0.043, 0.188], [-0.028, 0.011, 0.148], [-0.033, 0.018, -0.015], [-0.020, 0.004, -0.034], [0.016, 0.020, -0.062], [-0.257, 0.066, 0.003], [-0.705, 0.199, 0.074], [0.320, 0.055, -0.872], [-0.247, -0.555, 0.042], [0.228, 0.435, -0.047], [0.095, -0.274, 0.710], [-0.325, -0.209, 0.183], [-0.019, -0.261, -0.221], [0.361, -0.143, 0.082], [0.084, 0.346, 0.221], [0.352, 0.528, -0.220], [0.014, 0.131, -0.208], [0.139, 0.466, 0.643], [0.350, -0.307, 0.224], [-0.059, 0.004, -0.215], [-0.105, -0.058, 0.092], [0.086, 0.176, 0.077], [0.005, 0.025, -0.210], [0.084, -0.072, 0.035], [0.031, 0.093, 0.043]], "mulliken_spin": [1.0603, 0.0002, 0.0006, -0.0005, 0.0004, -0.0002, 0.0006, 0.0020, -0.0001, -0.0113, 0.0075, -0.0280, 0.0019, 0.0002, 0.0000, 0.0000, -0.0003, 0.0010, 0.0000, 0.0000, 0.0000, -0.0002, 0.0000, 0.0001, -0.0001, 0.0000, 0.0001, 0.0004, 0.0014, 0.0033, -0.0002, 0.0002, 0.0000, 0.0001, -0.0029, 0.0049, 0.0003, 0.0001, 0.0000, 0.0000, 0.0000, 0.0001, 0.0001, -0.0005, -0.0001, 0.0000, 0.0000, 0.0000, 0.0005, -0.0002, 0.0001, -0.0001, 0.0000, -0.0001, -0.0390, 0.0050, -0.0063, 0.0011, -0.0027, 0.0015, 0.0017, -0.0005, 0.0001, -0.0002, 0.0001, -0.0033, -0.0010, 0.0064, -0.0054, -0.0138, 0.0039, 0.0017, -0.0015, -0.0001, 0.0009, 0.0088, -0.0001, -0.0008, 0.0000, -0.0003, 0.0002, 0.0003, 0.0009, -0.0010, 0.0017], "de_lowest_kcal_mol": 18.4, "e_homo_ha": [-0.06962, -0.07058], "energy_ha": -13169.4890, "total_charge": -2, "spin_multiplicity": 2, "lumo_ev": [3.89, 3.89]}

(3)
{"formula": "CH16N2O7", "method": "wB97M-V/def2-TZVPD", "elements": ["O", "H", "H", "O", "H", "H", "O", "H", "H", "O", "H", "H", "O", "H", "H", "O", "H", "H", "C", "O", "N", "N", "H", "H", "H", "H"], "positions_angstrom": [[-0.0072, -0.1314, -0.0093], [0.5231, 0.6700, -0.0764], [0.6339, -0.8463, -0.0421], [-2.0422, -2.0774, -0.0665], [-1.5408, -1.4062, 0.4077], [-1.5787, -2.8991, 0.1123], [2.5688, 0.9241, -0.6304], [3.4168, 1.1531, -0.2388], [2.7889, 0.5954, -1.5071], [2.2270, -3.7558, 1.9983], [1.8834, -3.1906, 1.2995], [3.0144, -4.1545, 1.6217], [0.2484, 1.9410, -2.6582], [1.1251, 2.2272, -2.3889], [-0.2028, 2.7505, -2.9114], [2.3640, -2.0283, -0.4412], [2.2272, -1.1737, -0.8605], [2.8088, -2.5581, -1.1083], [-3.0671, 1.7231, 0.9717], [-4.2828, 1.7687, 1.0360], [-2.3339, 1.9386, 2.0250], [-2.3525, 1.5745, -0.1894], [-2.8831, 2.0620, 2.8608], [-1.3331, 2.0205, 2.0554], [-1.4003, 1.2416, -0.1753], [-2.8053, 1.6314, -1.0846]], "forces_ev_per_angstrom": [[0.116, 0.168, 0.178], [0.239, -0.085, -0.040], [-0.131, -0.144, 0.121], [-0.063, -0.208, 0.020], [-0.063, 0.182, -0.108], [-0.046, -0.107, 0.043], [0.007, 0.041, -0.247], [0.064, -0.001, 0.159], [0.082, 0.221, -0.206], [-0.132, -0.091, 0.133], [0.108, 0.102, -0.069], [0.067, -0.018, -0.006], [0.070, -0.099, 0.044], [0.047, 0.101, 0.090], [-0.091, 0.053, -0.035], [0.005, -0.079, -0.075], [0.177, 0.095, 0.113], [-0.071, -0.186, -0.044], [-1.269, 0.219, -2.946], [-0.504, -0.151, -0.311], [1.585, 0.289, 3.424], [0.287, 0.089, -0.396], [0.399, -0.031, 0.100], [-0.176, -0.054, -0.112], [-0.487, -0.005, -0.111], [-0.218, -0.299, 0.283]], "nbo_charge": [-0.9706, 0.4906, 0.4843, -0.9416, 0.4812, 0.4580, -0.9568, 0.4933, 0.4728, -0.9444, 0.4808, 0.4615, -0.9402, 0.4654, 0.4756, -0.9593, 0.4748, 0.4830, 0.7609, -0.6721, -0.8286, -0.8624, 0.4059, 0.3887, 0.3974, 0.4022], "de_lowest_kcal_mol": 21.1, "smiles": "NC(N)=O.O.O.O.O.O.O", "e_homo_ha": -0.33741, "energy_ha": -683.9015, "lumo_ev": -0.55}